No. 1
DFT (the ωB97M-V functional and the def2-TZVPD basis) results for a molecular structure, CH4HgO.

LUMO level (alpha / beta)   -1.6 / -0.7 eV
Gap between HOMO and LUMO (alpha / beta)   0.23537 / 0.25942 Eh
Energy relative to the best compared isomer or geometry (same formula, charge and spin)   74.45 kJ/mol
HOMO energy (alpha / beta)   -8.0 / -7.8 eV

The geometry in ORCA input format:
```
! wB97M-V def2-TZVPD RIJCOSX def2/J DEFGRID3
* xyz 0 1
Hg 1.951 -0.055 0.736
O 0.497 -1.168 0.063
H -0.025 -1.855 0.477
C -0.347 0.533 -0.200
H -0.956 1.394 -0.510
H -0.184 0.475 -1.296
H -0.936 0.677 0.731
*
```

Here are the natural (NBO) charges for atoms 1 to 5, given in e:
1 Hg 0.730
2 O -1.145
3 H 0.474
4 C -0.632
5 H 0.107

***

No. 2
DFT (the ωB97M-V functional and the def2-TZVPD basis) results for a molecular structure, CH4I2N3.

LUMO level   -6.4 eV
Gap between HOMO and LUMO   0.27167 Eh
Energy relative to the best compared isomer or geometry (same formula, charge and spin)   173.91 kJ/mol
HOMO energy   -13.8 eV

The geometry in ORCA input format:
```
! wB97M-V def2-TZVPD RIJCOSX def2/J DEFGRID3
* xyz 1 1
C 0.004 -1.587 0.004
N 0.914 -0.793 -0.193
N 0.040 1.777 0.815
N -0.975 -2.126 0.403
I 0.739 1.871 -0.993
I -1.244 0.935 -2.528
H 0.457 1.062 1.402
H 1.882 -1.063 -0.217
H -0.149 2.660 1.280
H -1.668 -2.736 0.026
*
```

Here are the natural (NBO) charges for atoms 1 to 5, given in e:
1 C 0.686
2 N -0.884
3 N -1.034
4 N -0.651
5 I 1.046

***

No. 3
DFT (the ωB97M-V functional and the def2-TZVPD basis) results for a molecular structure, CH4I2Si.

LUMO level   -1.1 eV
Gap between HOMO and LUMO   0.29162 Eh
Energy relative to the best compared isomer or geometry (same formula, charge and spin)   401.10 kJ/mol
HOMO energy   -9.1 eV

The geometry in ORCA input format:
```
! wB97M-V def2-TZVPD RIJCOSX def2/J DEFGRID3
* xyz 0 1
C 0.489 -0.430 -0.391
Si -0.773 0.845 0.068
I 2.500 -0.015 -0.559
I 0.340 -2.301 1.332
H 0.149 -1.154 -1.063
H 0.024 1.540 1.164
H -1.775 0.011 0.588
H -0.954 1.504 -1.139
*
```

Here are the natural (NBO) charges for atoms 1 to 5, given in e:
1 C -0.814
2 Si 0.902
3 I 0.247
4 I -0.088
5 H 0.188

***

No. 4
DFT (the ωB97M-V functional and the def2-TZVPD basis) results for 2 unconnected molecules or ions with the total composition CH4IN2.

LUMO level (alpha / beta)   -7.2 / -7.2 eV
Gap between HOMO and LUMO (alpha / beta)   0.26438 / 0.26433 Eh
Energy relative to the best compared isomer or geometry (same formula, charge and spin)   529.38 kJ/mol
HOMO energy (alpha / beta)   -14.4 / -14.4 eV

The geometry in ORCA input format:
```
! wB97M-V def2-TZVPD RIJCOSX def2/J DEFGRID3
* xyz 1 1
C -0.803 -0.168 0.197
N -0.172 -1.270 0.004
N 1.099 1.424 0.208
I -2.785 0.297 0.095
H 0.772 -1.285 0.309
H -0.581 -2.135 -0.080
H 1.040 2.350 -0.212
H 1.430 0.786 -0.521
*
```

Here are the natural (NBO) charges for atoms 1 to 5, given in e:
1 C 0.209
2 N -0.719
3 N -0.552
4 I 0.503
5 H 0.440

***

No. 5
DFT (the ωB97M-V functional and the def2-TZVPD basis) results for a molecular structure, CH4IN2O.

LUMO level   3.8 eV
Gap between HOMO and LUMO   0.26234 Eh
Energy relative to the best compared isomer or geometry (same formula, charge and spin)   176.47 kJ/mol
HOMO energy   -3.4 eV

The geometry in ORCA input format:
```
! wB97M-V def2-TZVPD RIJCOSX def2/J DEFGRID3
* xyz -1 1
I 0.865 -2.060 1.254
C -0.121 0.724 -0.440
O 0.434 1.670 -1.069
N -0.497 0.757 0.871
N 0.107 -0.494 -0.952
H -0.535 -0.269 1.277
H -0.077 1.393 1.571
H 0.368 -0.558 -1.923
H -0.545 -1.163 -0.589
*
```

Here are the natural (NBO) charges for atoms 1 to 5, given in e:
1 I -0.874
2 C 0.747
3 O -0.736
4 N -0.908
5 N -0.809

***

No. 6
DFT (the ωB97M-V functional and the def2-TZVPD basis) results for 2 unconnected molecules or ions with the total composition CH4IN3.

LUMO level (alpha / beta)   -0.5 / 0.0 eV
Gap between HOMO and LUMO (alpha / beta)   0.26141 / 0.32040 Eh
Energy relative to the best compared isomer or geometry (same formula, charge and spin)   189.02 kJ/mol
HOMO energy (alpha / beta)   -7.6 / -8.7 eV

The geometry in ORCA input format:
```
! wB97M-V def2-TZVPD RIJCOSX def2/J DEFGRID3
* xyz 0 1
C 0.616 1.227 0.082
N 0.460 0.591 -1.095
N 0.103 -0.440 -1.455
N -0.375 -1.790 0.416
I -2.237 -1.088 1.045
H 1.420 1.993 0.016
H 0.872 0.486 0.985
H -0.320 1.617 0.189
H -0.540 -2.597 -0.183
*
```

Here are the natural (NBO) charges for atoms 1 to 5, given in e:
1 C -0.478
2 N -0.078
3 N 0.104
4 N -0.783
5 I 0.199

***

No. 7
DFT (the ωB97M-V functional and the def2-TZVPD basis) results for CH4IN3 in the gas phase.

LUMO level   0.0 eV
Gap between HOMO and LUMO   0.31982 Eh
SMILES string   C/N=N/NI
Energy relative to the best compared isomer or geometry (same formula, charge and spin)   104.37 kJ/mol
HOMO energy   -8.7 eV

The geometry in ORCA input format:
```
! wB97M-V def2-TZVPD RIJCOSX def2/J DEFGRID3
* xyz 0 1
C -0.468 -0.612 -1.409
N 0.210 -0.178 -0.293
N 0.033 0.907 0.226
N 1.020 0.857 1.645
I 0.107 1.395 3.384
H 0.065 -1.210 -2.107
H -0.827 0.226 -1.923
H -1.326 -1.270 -1.254
H 1.186 -0.116 1.731
*
```

Here are the natural (NBO) charges for atoms 1 to 5, given in e:
1 C -0.470
2 N -0.189
3 N 0.072
4 N -0.680
5 I 0.262

***

No. 8
DFT (the ωB97M-V functional and the def2-TZVPD basis) results for 2 unconnected molecules or ions with the total composition CH4IN4P.

LUMO level   0.2 eV
Gap between HOMO and LUMO   0.35878 Eh
SMILES string   Pc1nnn[nH]1.I
Energy relative to the best compared isomer or geometry (same formula, charge and spin)   113.80 kJ/mol
HOMO energy   -9.6 eV

The geometry in ORCA input format:
```
! wB97M-V def2-TZVPD RIJCOSX def2/J DEFGRID3
* xyz 0 1
P 0.827 -1.703 0.150
C 0.741 0.120 -0.090
N -0.269 0.856 0.128
N 0.006 1.992 -0.383
N 1.254 2.094 -0.751
N 1.797 0.885 -0.604
H 1.726 -2.393 1.295
H -0.306 -1.723 0.790
H 2.811 0.768 -0.706
I -4.054 -0.673 -0.617
H -4.533 -0.222 0.789
*
```

Here are the natural (NBO) charges for atoms 1 to 5, given in e:
1 P 0.273
2 C 0.064
3 N -0.282
4 N -0.072
5 N -0.058

***

Taking the records one at a time from the top gives total energy values of -7316.0163; -21763.9880; -25178.9074; -12170.4388; -14232.6134; -13668.1753; -13669.0526; -24448.1922 eV.